1.
{
  "formula": "C5H7NO",
  "method": "wB97M-V/def2-TZVPD",
  "symbols": ["C", "C", "C", "C", "N", "C", "O", "H", "H", "H", "H", "H", "H", "H"],
  "coordinates": [[-1.876877, 0.050422, -0.287500], [-0.734766, -0.695539, 0.434529], [0.623946, -0.053400, -0.074460], [0.479321, 1.192994, -0.858691], [0.941472, 2.160625, -1.294615], [1.964696, -0.150908, 0.564404], [1.641015, -0.871105, -0.613932], [-1.300159, 0.857094, -0.924950], [-2.565267, 0.590425, 0.380088], [-2.470221, -0.576060, -0.970660], [-0.789674, -0.593535, 1.530656], [-0.696482, -1.770471, 0.196382], [2.749483, 0.606944, 0.448397], [2.033519, -0.747491, 1.470356]],
  "forces_ev_per_angstrom": [[0.7712, 1.1008, -0.8793], [1.0291, 0.5165, -0.3702], [-0.6426, -0.2248, 0.4247], [2.1772, 0.6396, 0.2399], [-1.0323, -0.3159, -0.1411], [-0.0834, -0.1583, 0.2372], [-0.1665, -0.4181, -0.0154], [-2.1137, -1.3508, 0.8881], [0.3333, -0.2587, -0.1752], [0.3215, 0.1902, 0.2743], [0.0226, -0.0055, -0.4432], [-0.0099, 0.4357, 0.0555], [-0.6067, -0.0736, -0.0267], [0.0001, -0.0772, -0.0687]],
  "lowdin_charge": [-0.09, -0.13, -0.41, -0.19, 0.19, -0.07, 0.00, 0.07, 0.08, 0.08, 0.11, 0.12, 0.13, 0.12],
  "mol_weight_g_mol": 97.1,
  "orbital_gap_ev": 11.84,
  "multiplicity": 1,
  "e_above_lowest_kj_mol": 263.85,
  "max_force_ha_per_bohr": 0.0517,
  "energy_ha": -324.623970
}

2.
{
  "formula": "C5H7NO",
  "method": "wB97M-V/def2-TZVPD",
  "symbols": ["C", "C", "C", "C", "O", "C", "N", "H", "H", "H", "H", "H", "H", "H"],
  "coordinates": [[0.358769, -0.106815, -1.931756], [0.970596, -0.384459, -0.603075], [-0.124177, 0.208242, 0.620920], [-0.126624, -0.185526, 2.058585], [0.359236, 1.074363, 1.593117], [-1.428214, 0.611409, -0.033491], [-2.475805, 0.816902, 0.445146], [-0.950605, 0.505478, -1.424971], [0.018649, -0.957931, -2.530253], [0.793843, 0.694480, -2.536103], [1.090360, -1.449723, -0.371417], [1.872068, 0.190909, -0.375132], [-0.999052, -0.122623, 2.719815], [0.640956, -0.894706, 2.368617]],
  "forces_ev_per_angstrom": [[-2.5980, 1.2354, 0.9265], [-1.7010, 0.8816, 2.0741], [1.4822, -1.0074, -1.3035], [0.1522, -0.1212, -0.2729], [0.3605, 0.0160, -0.2031], [-0.5550, -0.0856, 2.3168], [0.1007, 0.1313, -1.2840], [2.5284, -1.2206, -1.7771], [0.1715, 0.2559, 0.2497], [-0.0763, -0.2718, 0.2283], [0.0872, 0.3285, -0.1314], [-0.0593, -0.2530, -0.1870], [0.1242, -0.0719, -0.6377], [-0.0175, 0.1828, 0.0012]],
  "lowdin_charge": [-0.08, -0.14, -0.37, -0.06, 0.00, -0.26, 0.20, 0.14, 0.06, 0.06, 0.10, 0.10, 0.12, 0.11],
  "mol_weight_g_mol": 97.1,
  "orbital_gap_ev": 9.68,
  "multiplicity": 1,
  "e_above_lowest_kj_mol": 476.08,
  "max_force_ha_per_bohr": 0.0646,
  "energy_ha": -324.543139
}

3.
{
  "formula": "C5H7NO",
  "method": "wB97M-V/def2-TZVPD",
  "symbols": ["O", "C", "C", "C", "C", "C", "N", "H", "H", "H", "H", "H", "H", "H"],
  "coordinates": [[0.913819, -1.711712, 1.775970], [-0.130207, -0.891221, 2.323680], [-0.833200, 0.049392, 1.408940], [-0.453507, 0.123256, 0.155173], [-0.118849, 0.728814, -1.018806], [-0.071813, 0.778074, -2.476312], [0.541967, 1.786671, -1.574204], [0.484100, -2.443903, 1.315918], [-0.870846, -1.517471, 2.843851], [0.349916, -0.285042, 3.104322], [0.414603, -0.552544, -0.340236], [-1.004771, 1.008174, -2.991513], [0.657627, 0.221969, -3.061364], [0.121162, 2.705543, -1.465421]],
  "forces_ev_per_angstrom": [[-0.1413, -0.1279, -0.1379], [-0.1710, 0.1555, 0.2348], [0.2396, -0.1080, -0.2447], [-0.0127, 0.1397, -0.0044], [-0.0300, 0.0657, 0.0259], [-0.1320, -0.1737, -0.2325], [-0.0437, 0.1155, 0.2004], [0.1388, 0.0911, 0.0784], [0.1461, 0.0931, -0.1162], [-0.1107, -0.0628, -0.1471], [0.0698, -0.1752, 0.0538], [0.1495, -0.0007, 0.1216], [-0.1353, 0.0366, 0.1560], [0.0331, -0.0489, 0.0119]],
  "lowdin_charge": [-0.10, -0.32, -0.02, -0.16, -0.27, -0.06, 0.10, 0.08, 0.10, 0.11, 0.20, 0.11, 0.11, 0.13],
  "mol_weight_g_mol": 97.1,
  "orbital_gap_ev": 8.02,
  "multiplicity": 1,
  "e_above_lowest_kj_mol": 668.34,
  "max_force_ha_per_bohr": 0.0070,
  "energy_ha": -324.469910
}

4.
{
  "formula": "C5H7NO",
  "method": "wB97M-V/def2-TZVPD",
  "symbols": ["O", "C", "C", "C", "C", "C", "N", "H", "H", "H", "H", "H", "H", "H"],
  "coordinates": [[0.181865, 1.909251, 2.501191], [0.086251, 2.164020, 1.128039], [0.007222, 0.987648, 0.376472], [0.377656, -0.078347, -0.046185], [-0.494571, -1.127329, -0.294431], [-0.134064, -2.103672, -1.273771], [-0.181098, -2.434601, 0.163418], [-0.582129, 1.371026, 2.746854], [-0.747277, 2.794412, 0.810631], [1.022061, 2.641345, 0.831835], [-1.600198, -0.841699, -0.334498], [0.805151, -1.931251, -1.776099], [-0.928868, -2.465975, -1.909363], [0.732019, -2.448251, 0.613675]],
  "forces_ev_per_angstrom": [[-0.4715, 0.1647, 0.7206], [-0.0965, 1.4924, 0.0176], [2.2024, 0.8742, -0.0372], [-0.4603, 0.9867, 0.3820], [-3.4164, -0.6462, -1.0061], [0.5847, -1.1327, -0.9954], [-0.1009, -1.2666, -0.1144], [0.2148, 0.0783, 0.1207], [-0.0612, 0.5545, 0.4912], [-0.0875, 0.3023, 0.0161], [1.5180, -0.5983, 0.5627], [0.2332, -0.2790, 0.0556], [0.0329, -0.5084, 0.1583], [-0.0916, -0.0220, -0.3716]],
  "lowdin_charge": [-0.03, -0.29, 0.01, 0.04, -0.47, -0.15, 0.05, 0.10, 0.13, 0.14, 0.17, 0.11, 0.10, 0.10],
  "mol_weight_g_mol": 97.1,
  "orbital_gap_ev": 9.38,
  "multiplicity": 1,
  "e_above_lowest_kj_mol": 487.57,
  "max_force_ha_per_bohr": 0.0704,
  "energy_ha": -324.538760
}

5.
{
  "formula": "C5H7NO",
  "method": "wB97M-V/def2-TZVPD",
  "symbols": ["C", "C", "C", "C", "O", "N", "C", "H", "H", "H", "H", "H", "H", "H"],
  "coordinates": [[1.065973, 2.323257, 0.392055], [0.016969, 1.648160, 0.728775], [-0.795836, 0.708266, 1.131116], [-0.539075, -0.500294, 0.318534], [-1.421099, -1.524260, 0.455052], [0.391928, -0.483121, -0.535873], [0.629024, -1.615830, -1.387106], [1.197906, 2.830632, -0.556413], [1.057347, 2.768105, 1.401363], [-1.613946, 0.847085, 1.826278], [-2.113553, -1.262436, 1.074925], [-0.291310, -1.992858, -1.850147], [1.090723, -2.433962, -0.822529], [1.324950, -1.312744, -2.176030]],
  "forces_ev_per_angstrom": [[-1.3036, 0.9341, 0.5313], [-0.3998, -0.2893, -0.5284], [-0.1117, -0.1227, -0.1264], [0.3343, -0.2071, -0.1009], [-0.1494, -0.2156, 0.1353], [-0.3100, -0.1941, 0.3220], [0.0410, -0.2720, -0.1520], [0.0456, 0.1961, 0.2995], [2.1117, 0.5055, 0.1282], [-0.2651, 0.0093, -0.4690], [0.1008, -0.1458, -0.0656], [0.1002, -0.0309, 0.0396], [-0.0546, -0.0314, -0.1231], [-0.1394, -0.1361, 0.1095]],
  "lowdin_charge": [0.04, -0.14, -0.03, -0.45, 0.08, 0.02, -0.13, 0.07, 0.10, 0.11, 0.10, 0.08, 0.08, 0.07],
  "mol_weight_g_mol": 97.1,
  "orbital_gap_ev": 9.06,
  "multiplicity": 1,
  "e_above_lowest_kj_mol": 382.08,
  "max_force_ha_per_bohr": 0.0423,
  "energy_ha": -324.578939
}

6.
{
  "formula": "C5H7NO",
  "method": "wB97M-V/def2-TZVPD",
  "symbols": ["C", "C", "C", "O", "C", "N", "C", "H", "H", "H", "H", "H", "H", "H"],
  "coordinates": [[-1.516109, -0.417583, 0.216266], [-0.282210, 0.715543, -1.008763], [0.732168, 1.376468, -0.175167], [1.458595, 0.626090, 0.844876], [1.493679, -0.710086, 0.641914], [0.716101, -1.422260, -0.061114], [-0.372974, -0.731239, -0.723184], [-1.298584, -0.113039, 1.221113], [-2.229014, -1.210300, 0.271297], [-2.100775, 0.384925, -0.275850], [0.332040, 2.260582, 0.330074], [1.475185, 1.738173, -0.907094], [2.317220, -1.164170, 1.192727], [-0.725322, -1.333109, -1.567092]],
  "forces_ev_per_angstrom": [[-1.7621, 0.6211, -0.0978], [0.9833, -0.1484, -0.6746], [-0.2903, -0.0076, 0.2588], [-0.2455, -0.1499, -0.2238], [-0.0090, -0.3091, -0.0636], [0.5322, 0.2751, 0.2655], [0.7518, 0.2935, -0.2733], [0.6716, 0.1189, 0.3596], [-0.3150, -0.8316, -0.0341], [-0.0686, 0.0580, 0.4253], [0.1001, -0.0901, -0.0722], [-0.2091, -0.0536, -0.0258], [-0.1221, 0.0274, -0.0630], [-0.0171, 0.1963, 0.2190]],
  "lowdin_charge": [-0.07, 0.08, -0.20, -0.06, -0.24, 0.09, -0.43, 0.10, 0.09, 0.09, 0.13, 0.14, 0.13, 0.14],
  "mol_weight_g_mol": 97.1,
  "orbital_gap_ev": 9.06,
  "multiplicity": 1,
  "e_above_lowest_kj_mol": 425.49,
  "max_force_ha_per_bohr": 0.0364,
  "energy_ha": -324.562408
}

7.
{
  "formula": "C5H7NO",
  "method": "wB97M-V/def2-TZVPD",
  "symbols": ["H", "N", "C", "O", "C", "C", "C", "C", "H", "H", "H", "H", "H", "H"],
  "coordinates": [[2.696237, -1.559541, 0.182869], [1.745340, -1.731537, 0.511413], [1.002643, -0.755228, 0.217022], [1.397391, 0.344529, -0.495978], [0.448356, 1.389112, -0.284377], [-0.877090, 0.738592, 0.087095], [-1.398027, -0.517317, -0.567975], [-0.434435, -0.613977, 0.582524], [0.516389, 2.073887, -1.134595], [0.707384, 1.918773, 0.643764], [-1.548254, 1.408952, 0.617645], [-1.115649, -0.771131, -1.585044], [-2.390740, -0.881013, -0.296646], [-0.749540, -1.044104, 1.522287]],
  "forces_ev_per_angstrom": [[-0.0575, -0.0444, -0.0019], [-0.0876, 0.3264, -0.1045], [0.0070, -0.2645, 0.1799], [-0.0308, -0.1351, 0.0124], [-0.2265, 0.1977, 0.0875], [-0.1438, -0.0337, -0.0257], [0.0116, 0.1403, -0.1910], [0.0966, -0.1641, 0.2666], [-0.2631, -0.2238, 0.0701], [0.2821, 0.2128, -0.3418], [0.0403, -0.3981, 0.1351], [0.2598, -0.0618, 0.1950], [0.1423, 0.5342, -0.1616], [-0.0303, -0.0858, -0.1203]],
  "lowdin_charge": [0.06, 0.16, -0.43, -0.01, -0.14, -0.20, -0.05, -0.16, 0.13, 0.13, 0.14, 0.11, 0.11, 0.14],
  "mol_weight_g_mol": 97.1,
  "orbital_gap_ev": 10.80,
  "multiplicity": 1,
  "e_above_lowest_kj_mol": 130.36,
  "max_force_ha_per_bohr": 0.0112,
  "energy_ha": -324.674816
}

8.
{
  "formula": "C5H7NO",
  "method": "wB97M-V/def2-TZVPD",
  "symbols": ["C", "C", "C", "C", "N", "H", "H", "H", "H", "H", "C", "O", "H", "H"],
  "coordinates": [[-0.517571, -1.157004, 0.148610], [-0.684654, 0.106296, -0.228345], [-2.000083, 0.709206, 0.194948], [0.078370, 0.705580, -1.298046], [0.674705, 1.210696, -2.153829], [-1.065401, -1.495314, 1.022787], [0.017080, -1.876965, -0.433616], [-1.994967, 1.254945, 1.137483], [-2.708933, -0.122044, 0.271461], [-2.335944, 1.336622, -0.626309], [2.639494, -0.160823, 0.491944], [2.485488, -1.317672, 0.190643], [2.898521, 0.614101, -0.253244], [2.513889, 0.192372, 1.535508]],
  "forces_ev_per_angstrom": [[0.1975, -0.1669, -0.1350], [-0.6189, -0.6406, -0.2396], [-0.1996, 0.3974, 0.0119], [0.2331, 0.2421, -0.6251], [-0.4919, -0.4342, 0.8751], [-0.1988, -0.2123, -0.3499], [0.9434, -0.1432, 0.2655], [0.0986, 0.2224, -0.1134], [0.0405, 0.4177, 0.1140], [-0.2112, 0.3167, 0.1945], [0.0132, -0.2839, -0.0845], [0.1776, 0.5152, 0.1596], [0.0038, -0.1379, 0.0214], [0.0126, -0.0923, -0.0945]],
  "lowdin_charge": [0.06, -0.36, -0.06, -0.20, 0.16, 0.09, 0.08, 0.08, 0.08, 0.08, -0.15, -0.02, 0.08, 0.09],
  "mol_weight_g_mol": 97.1,
  "orbital_gap_ev": 10.21,
  "multiplicity": 1,
  "e_above_lowest_kj_mol": 244.40,
  "max_force_ha_per_bohr": 0.0213,
  "energy_ha": -324.631380
}